No. 1
The following is a quantum chemistry calculation of C3H5Br2N3 in the gas phase in a non-equilibrium geometry, from the Open Molecules 2025 dataset.

Last column: Löwdin charge in e.
Element x y z (Å)
C 0.608 -1.346 0.109  -0.8643
C 0.419 -1.845 -1.115  -0.6512
C -0.011 2.179 0.486  -0.0031
N 0.686 -0.005 0.372  -0.0048
N -1.542 0.520 0.116  0.1407
N -0.328 0.771 0.305  -0.3567
Br 0.966 -2.496 1.608  0.6770
Br 0.491 -3.675 -1.549  0.6582
H 0.268 -1.195 -1.962  0.0576
H -0.768 2.763 -0.033  0.0885
H -0.034 2.429 1.546  0.0978
H 0.983 2.378 0.094  0.0917
H -1.738 -0.478 0.023  0.0686

Summary:
- Highest occupied orbital energy (spin up / spin down): -8.8 / -8.8 eV
- LUMO level (spin up / spin down): 0.003 / 0.003 hartree
- Orbital gap (spin up / spin down): 8.87 / 8.87 eV

No. 2
The following is a quantum chemistry calculation of a molecular structure, C3H5Br2O2P in a non-equilibrium geometry, from the Open Molecules 2025 dataset.

Last column: Löwdin charge in e.
Element x y z (Å)
C -0.740 -2.332 -0.820  0.0739
C -0.435 -1.030 -0.385  -0.5792
C 0.470 -0.245 -1.200  -0.0644
O -3.011 -0.569 -1.785  -0.3803
O -1.173 -0.460 0.584  -0.1882
P -3.072 -0.007 -0.492  0.0121
Br -4.778 -0.553 0.826  0.3675
Br -3.067 2.199 -0.425  0.3733
H -1.340 -3.006 -0.286  0.0386
H -0.062 -2.807 -1.620  0.0927
H 1.062 -0.976 -1.665  0.0561
H -0.147 0.388 -1.906  0.1084
H 1.099 0.467 -0.663  0.0894

Summary:
- Highest occupied orbital energy (spin up / spin down): -8.6 / -8.6 eV
- LUMO level (spin up / spin down): -0.077 / -0.077 hartree
- Orbital gap (spin up / spin down): 6.54 / 6.54 eV

No. 3
The following is a quantum chemistry calculation of 2 unconnected molecules or ions with the total composition C3H5Br2P in a non-equilibrium geometry, from the Open Molecules 2025 dataset.

Last column: Löwdin charge in e.
Element x y z (Å)
C 0.299 -0.667 1.190  -0.0774
C 0.390 0.074 0.179  -0.2518
C 0.213 1.178 -0.633  -0.1525
P 2.243 -1.729 -1.672  -0.0926
Br 0.846 -2.935 -2.872  0.0613
Br 2.818 -3.138 -0.127  0.1165
H 0.768 -1.735 1.246  0.0271
H -0.148 -0.450 2.220  0.0854
H 1.167 1.709 -0.882  0.1039
H -0.725 1.829 -0.417  0.1262
H 0.017 0.725 -1.579  0.0537

Summary:
- Highest occupied orbital energy (spin up / spin down): -8.0 / -7.6 eV
- LUMO level (spin up / spin down): 0.006 / -0.043 hartree
- Orbital gap (spin up / spin down): 8.20 / 6.43 eV

No. 4
The following is a quantum chemistry calculation of a gas-phase ion, C3H5BrN2P (charge +1) in a non-equilibrium geometry, from the Open Molecules 2025 dataset.

Last column: Löwdin charge in e.
Element x y z (Å)
H -0.761 -2.309 0.132  0.1097
N -0.278 -1.446 -0.061  0.1618
C 0.984 -1.426 0.080  -0.1900
C 1.535 -0.099 -0.040  -0.7025
Br 3.399 0.125 0.083  0.8393
N 0.626 0.851 -0.124  -0.0384
C -0.623 0.741 -0.240  -0.3416
P -2.029 1.565 0.107  0.9675
H 1.756 -2.188 0.258  0.1333
H 0.857 1.861 -0.178  0.2064
H -2.604 0.606 0.894  -0.0508
H -2.863 1.718 -0.911  -0.0948

Summary:
- Highest occupied orbital energy (spin up / spin down): -12.7 / -12.7 eV
- SMILES string: [H]/N=C/C(Br)=[NH+]\C#[PH2]
- Net charge: +1
- LUMO level (spin up / spin down): -0.201 / -0.201 hartree
- Orbital gap (spin up / spin down): 7.21 / 7.21 eV